No. 1
This record from OMol25 describes one molecule with the formula C5H13N3O. The level of theory is the ωB97M-V functional and the def2-TZVPD basis.

Structure (XYZ):
```
22
Properties=species:S:1:pos:R:3:forces:R:3
C 0.255993 -1.399093 0.352137 -0.05 -0.06 0.03
C -1.063828 -2.176007 -1.488814 0.07 0.05 0.11
C -0.964127 1.520934 -0.548963 0.28 0.06 0.01
C 0.107400 -1.309699 1.866724 -0.02 0.04 -0.18
N 0.177771 0.974080 0.152187 -0.07 -0.12 0.29
N 0.800731 -0.244796 -0.319739 0.38 0.59 -0.04
C 1.424972 2.991011 0.204547 -0.22 -0.61 0.06
O -1.057735 -1.742583 -0.140054 0.28 0.07 -0.02
N 1.273768 1.718075 0.347553 0.01 1.09 -0.41
H 1.870173 0.648360 0.122246 -0.55 -1.12 0.05
H 0.948920 -2.212824 0.092433 -0.06 0.03 0.00
H -0.504111 -3.114205 -1.606891 -0.03 0.06 0.04
H -2.104561 -2.349823 -1.763673 0.05 0.00 0.01
H -0.626197 -1.427047 -2.156258 -0.02 -0.02 0.05
H -1.677000 0.710094 -0.663649 -0.02 0.05 0.01
H -0.669778 1.904042 -1.535771 0.01 -0.01 -0.01
H -1.409940 2.327674 0.037422 -0.02 -0.05 -0.02
H 1.066225 -1.057047 2.322293 -0.01 -0.01 -0.01
H -0.242547 -2.260346 2.269010 0.03 0.01 -0.02
H -0.616111 -0.537612 2.128315 0.01 0.00 0.00
H 0.607149 3.640163 -0.080178 -0.08 -0.02 0.09
H 2.402833 3.396648 0.409121 0.03 -0.03 -0.04
```
Positions in Å, forces in eV/Å.

- Kohn-Sham gap (alpha / beta): 8.5 / 8.5 eV
- LUMO (alpha / beta): 0.77 / 0.77 eV
- E_HOMO (alpha / beta): -0.282 / -0.282 hartree
- Net charge: 0

=====

No. 2
This record from OMol25 describes one molecule with the formula C5H13N3O. The level of theory is the ωB97M-V functional and the def2-TZVPD basis.

Structure (XYZ):
```
22
Properties=species:S:1:pos:R:3:forces:R:3
C 0.389760 0.883214 1.481852 0.35 0.18 0.19
C 0.022052 0.300481 0.122105 -4.70 1.13 -0.47
C 0.383265 -1.109284 -0.013118 3.82 -1.54 0.18
O -0.184368 -2.163929 0.148370 0.18 1.47 -0.32
C 2.142734 -1.216628 -0.299344 -1.90 -0.50 0.50
N 2.995096 -0.084292 -0.080914 -0.71 0.60 -0.07
N -1.671780 0.580586 -0.024018 1.72 0.81 -0.44
C -2.553588 -0.526221 -0.349278 0.04 -0.59 0.18
N -1.846514 1.629593 -1.004134 0.42 0.07 0.11
H -0.240101 1.745172 1.721337 -0.12 -0.32 -0.24
H 0.284520 0.137993 2.276434 -0.08 0.12 -0.09
H 1.412170 1.267897 1.497359 -0.01 -0.24 -0.11
H 0.433747 0.863544 -0.717820 0.04 0.01 0.21
H 2.426968 -2.033052 0.367222 -0.30 -0.35 -0.19
H 2.192617 -1.553958 -1.335123 0.06 -0.01 0.06
H 3.755596 0.059471 -0.738511 -0.28 -0.15 0.58
H 3.181019 0.097918 0.901213 0.40 -0.07 -0.67
H -2.553227 -1.263919 0.456919 0.20 0.01 -0.19
H -2.288554 -1.025123 -1.291828 -0.03 -0.10 0.01
H -3.596943 -0.184032 -0.442646 0.44 0.27 0.06
H -2.112867 1.297068 -1.934031 0.21 -0.37 0.27
H -2.571601 2.297501 -0.742046 0.25 -0.44 0.44
```
Positions in Å, forces in eV/Å.

- Kohn-Sham gap: 9.2 eV
- LUMO: 0.96 eV
- E_HOMO: -0.302 hartree
- Net charge: 0
- SMILES string: C[C@@H](C(=O)CN)N(C)N

=====

No. 3
This record from OMol25 describes a 2-piece molecular cluster, C5H13N3O2 overall. The level of theory is the ωB97M-V functional and the def2-TZVPD basis.

Structure (XYZ):
```
23
Properties=species:S:1:pos:R:3:forces:R:3
C 1.102438 1.186970 1.479281 -0.06 -0.17 0.28
N 0.787753 1.579455 0.146195 0.25 -0.09 -0.62
C 0.140216 0.887181 -0.689475 -1.17 0.40 0.84
N -0.127752 1.458297 -1.917332 -0.38 -0.33 -0.14
C -0.800038 -0.341739 -0.408633 0.65 0.63 -0.38
C -2.104228 0.178345 0.194099 0.11 0.10 -0.08
C -0.120923 -1.448771 0.356236 0.22 -0.42 0.03
N -0.707393 -1.897061 1.486619 -0.14 -0.05 0.07
O 0.906766 -1.977266 -0.056021 -0.11 0.02 0.19
H 2.176193 1.345473 1.633585 -0.19 -0.05 0.11
H 0.875436 0.145181 1.730747 0.05 0.07 0.06
H 0.560738 1.830476 2.179897 0.11 -0.01 0.08
H -0.235930 0.806535 -2.687911 0.33 0.46 0.14
H 0.421868 2.295646 -2.062092 0.02 -0.32 -0.30
H -1.009355 -0.768528 -1.395281 0.00 -0.12 0.14
H -2.845230 -0.614685 0.292032 -0.04 -0.04 0.00
H -2.513775 0.948393 -0.456590 -0.02 0.00 0.01
H -1.928261 0.636629 1.167035 -0.01 0.02 0.07
H -0.242502 -2.625633 2.002895 0.01 0.03 -0.06
H -1.511149 -1.453805 1.890987 0.00 0.01 -0.04
O 2.254152 -0.375879 -1.734326 -0.28 -0.67 0.53
H 3.058106 -0.769036 -2.082626 -0.04 -0.14 0.09
H 1.862870 -1.026179 -1.069320 0.67 0.66 -1.01
```
Positions in Å, forces in eV/Å.

- Kohn-Sham gap: 9.3 eV
- LUMO: 0.74 eV
- E_HOMO: -0.313 hartree
- Net charge: 0
- SMILES string: C/N=C(/N)[C@H](C)C(N)=O.O

=====

No. 4
This record from OMol25 describes a 2-piece molecular cluster, C5H13N3O2 overall. The level of theory is the ωB97M-V functional and the def2-TZVPD basis.

Structure (XYZ):
```
23
Properties=species:S:1:pos:R:3:forces:R:3
C -1.242233 -2.009405 0.659911 -1.14 0.10 -2.42
C -0.194126 -2.942137 1.117217 1.41 0.65 1.40
O 0.685657 -2.268021 1.981362 -0.13 0.38 -0.87
O 0.034408 -4.062173 0.817188 -0.46 -0.37 -0.61
H -0.878170 -1.452436 -0.211816 0.93 0.25 0.29
H -1.693594 -1.273864 1.305622 0.03 -0.23 0.71
H -1.979766 -2.506604 0.030551 -0.56 -0.62 0.92
C -0.968341 2.698204 -1.278495 1.23 1.37 -0.69
C -1.283408 2.501422 -2.752420 -0.23 -1.02 -0.17
C 0.793344 1.486549 -0.025197 -0.06 -1.58 -0.36
N -0.345855 1.506057 -0.717693 -0.32 0.59 -0.12
N 1.585962 2.546070 -0.138659 0.34 1.37 -0.05
N 1.130208 0.337433 0.568825 0.26 -0.67 0.99
H -0.211327 3.494092 -1.260803 -0.08 -0.27 0.36
H -1.755778 3.102091 -0.646717 -0.45 -0.58 -0.02
H -0.384998 2.481713 -3.366977 0.21 0.56 0.16
H -1.992352 3.234262 -3.127957 0.07 0.01 0.04
H -0.782110 0.629156 -0.981077 0.06 -0.05 0.40
H 1.558169 -2.675477 1.846532 -0.28 -0.33 0.48
H 2.453666 2.541438 0.404218 -0.19 -0.43 -0.03
H 2.070474 0.120850 0.864245 0.15 0.61 -0.13
H 0.493332 -0.314169 1.026037 -0.20 0.25 -0.47
H -1.667139 1.498880 -2.954694 -0.60 0.02 0.17
```
Positions in Å, forces in eV/Å.

- Kohn-Sham gap (alpha / beta): 11.0 / 6.5 eV
- LUMO (alpha / beta): -3.21 / -7.68 eV
- E_HOMO (alpha / beta): -0.521 / -0.521 hartree
- 2S+1: 2
- Expectation value of S²: 0.7674
- Net charge: +1

=====

No. 5
This record from OMol25 describes a 2-piece molecular cluster, C5H13N3O2 overall. The level of theory is the ωB97M-V functional and the def2-TZVPD basis.

Structure (XYZ):
```
23
Properties=species:S:1:pos:R:3:forces:R:3
C -1.859580 0.049962 0.109254 -1.48 4.19 -0.93
C -2.911046 -0.928773 0.767515 2.91 -1.34 -4.34
C -0.142709 1.330274 1.321984 0.15 3.22 2.98
N -0.499470 0.325024 0.528283 -0.19 -1.08 0.93
N -0.959099 2.281998 2.007642 -0.64 -2.99 -4.27
N 1.213037 1.584426 1.693660 -1.89 -0.65 -0.11
H -1.891144 -0.292081 -0.972107 0.91 0.75 1.17
H -2.400318 1.115306 0.197811 0.86 -2.14 -0.75
H -3.801073 -0.473589 0.823542 -3.02 2.05 0.82
H -2.577771 -1.390912 1.602606 0.83 -1.47 2.64
H 1.267103 -0.727626 -0.114906 3.53 0.16 -3.69
H -1.937505 2.381314 1.709172 0.63 0.07 0.22
H -0.783321 2.488141 2.946390 0.66 0.43 1.46
H 1.544830 0.840554 2.348875 0.43 0.98 -1.09
H 1.378454 2.600885 1.925981 -0.11 -1.84 0.01
H -3.053324 -1.628860 -0.090746 0.07 -0.21 1.30
C 2.988033 -1.494417 -2.769813 -1.92 -3.16 -1.05
C 1.763629 -1.337040 -1.991090 0.91 2.14 0.93
O 0.615143 -1.386688 -2.264909 -2.08 -1.30 -1.03
O 2.148022 -0.727851 -0.873927 -3.02 0.06 5.58
H 3.685166 -2.149054 -2.353359 0.85 -1.37 0.94
H 3.474066 -0.631085 -2.819495 1.79 3.97 -0.26
H 2.738877 -1.829910 -3.732361 -0.18 -0.46 -1.43
```
Positions in Å, forces in eV/Å.

- Kohn-Sham gap (alpha / beta): 8.9 / 4.6 eV
- LUMO (alpha / beta): -4.10 / -8.35 eV
- E_HOMO (alpha / beta): -0.478 / -0.477 hartree
- 2S+1: 2
- Expectation value of S²: 0.7658
- Net charge: +1

=====

No. 6
This record from OMol25 describes an isolated ion of composition C5H13N3O6P and charge -1. The level of theory is the ωB97M-V functional and the def2-TZVPD basis.

Structure (XYZ):
```
28
Properties=species:S:1:pos:R:3:forces:R:3
H 1.802336 0.142074 3.217591 -0.87 1.06 -0.82
N 1.389905 1.080184 2.924971 0.55 -0.20 0.06
C 0.648681 0.906491 1.931045 0.77 -1.88 2.82
O -0.087749 1.757378 1.312714 -0.54 1.16 -1.84
P 0.595518 2.722364 0.037349 -0.01 0.34 2.20
O -0.492832 2.793408 -0.933565 -0.50 0.19 -1.01
O 1.936120 2.128849 -0.218136 -0.26 0.67 -0.04
O 0.589567 4.163229 0.870251 2.41 -0.26 -0.17
N 0.411120 -0.602245 1.547297 1.15 -0.91 -2.14
O 1.335361 -1.329159 2.119094 1.55 -0.69 0.98
O -0.798733 -1.097727 1.732047 -1.77 0.90 1.49
C 0.713876 -0.753181 0.055065 0.40 -0.17 -0.83
N -0.508491 -0.997734 -0.844328 0.82 -0.96 -0.39
C -0.112802 -0.878076 -2.271418 -2.86 -2.98 -1.99
C -0.981063 -2.367744 -0.562930 -0.52 -2.64 0.73
C -1.624728 -0.089071 -0.613600 3.02 3.52 2.77
H 1.512516 4.414279 1.207445 -1.99 -0.89 -0.72
H 1.217273 0.119123 -0.317025 0.18 0.57 -0.18
H 1.385815 -1.632918 -0.090758 -0.80 0.68 0.47
H 0.485574 -0.090100 -2.627535 0.55 1.52 0.56
H 0.364779 -1.818376 -2.636825 -0.16 0.53 0.62
H -1.156918 -0.868709 -2.836398 2.25 0.17 0.94
H -1.496629 -2.367598 0.466774 1.13 0.15 -1.72
H -1.743121 -2.730436 -1.343361 1.39 0.66 0.76
H -0.041048 -3.046735 -0.474648 -1.87 0.94 -0.39
H -1.575661 -0.053683 0.560098 -1.14 0.21 -2.02
H -1.287806 0.848511 -1.114838 -0.47 -0.18 0.94
H -2.480858 -0.352402 -1.096376 -2.40 -1.52 -1.07
```
Positions in Å, forces in eV/Å.

- Kohn-Sham gap: 7.4 eV
- LUMO: 2.87 eV
- E_HOMO: -0.168 hartree
- Net charge: -1
- SMILES string: [H]/N=C(/O[P@](=O)([O-])O)[N+]([O-])([O-])C[N+](C)(C)C

=====

No. 7
This record from OMol25 describes one molecule with the formula C5H13N3S. The level of theory is the ωB97M-V functional and the def2-TZVPD basis.

Structure (XYZ):
```
22
Properties=species:S:1:pos:R:3:forces:R:3
C 0.111643 -1.098137 -1.183177 2.73 2.00 -0.96
C -0.590140 0.048779 -0.521791 0.10 0.15 0.37
C -1.018303 1.322926 1.599206 0.29 -0.10 -0.05
C -1.198634 -1.174365 1.594584 0.24 0.13 -0.10
C -0.464350 0.028992 1.010152 -0.30 0.05 -0.06
N 0.023029 1.289870 -1.050527 -0.14 0.08 -0.41
N 1.400228 1.079285 -0.935349 0.51 0.34 0.83
N 1.767147 -0.041377 -1.737864 -3.64 -1.75 -0.27
S 3.185706 -0.782110 -1.223026 0.47 -0.20 0.37
H 0.552144 -1.869484 -0.577426 0.06 -0.25 0.13
H -0.222965 -1.395244 -2.163238 -0.10 -0.15 -0.11
H -1.648730 0.079976 -0.803508 0.03 0.02 0.03
H -0.847250 1.354556 2.673321 -0.05 0.00 0.11
H -2.089571 1.394468 1.416735 -0.15 0.04 -0.01
H -0.530059 2.177622 1.139403 -0.05 0.09 0.07
H -2.263446 -1.109221 1.378037 -0.16 -0.02 -0.01
H -1.070450 -1.201134 2.674166 -0.03 -0.05 0.10
H -0.823689 -2.110160 1.186659 -0.01 -0.16 0.01
H 0.599860 -0.039124 1.253057 -0.02 -0.03 -0.05
H -0.263634 1.385296 -2.032407 0.27 -0.13 0.11
H 1.918100 1.898470 -1.247263 -0.26 -0.10 -0.17
H 3.473364 -1.239882 -2.449744 0.19 0.05 0.06
```
Positions in Å, forces in eV/Å.

- Kohn-Sham gap: 8.6 eV
- LUMO: 0.86 eV
- E_HOMO: -0.284 hartree
- Net charge: 0

=====

No. 8
This record from OMol25 describes an isolated ion of composition C5H13N4 and charge +1. The level of theory is the ωB97M-V functional and the def2-TZVPD basis.

Structure (XYZ):
```
22
Properties=species:S:1:pos:R:3:forces:R:3
C -1.585885 -1.766497 -1.403671 -0.14 0.94 -2.54
N -1.595971 -0.512883 -1.207895 0.03 -0.15 1.69
C -2.234994 0.138612 0.018229 -0.46 -0.87 -3.95
C -1.330837 -0.291334 1.082612 -0.39 -2.02 4.19
N 0.021365 0.293567 1.389803 -1.98 -0.32 3.13
C 1.017329 0.539617 0.593422 0.63 0.37 -0.50
C 2.391083 0.751115 1.101418 0.03 0.76 -0.34
N 0.800314 0.549044 -0.677602 1.70 0.18 1.12
N 1.871599 0.943479 -1.471488 0.12 -0.12 -3.11
H -0.786963 -2.027080 -2.121830 -0.57 -0.59 0.27
H -2.396018 -2.491108 -1.252320 0.34 0.07 0.93
H -3.269333 -0.181493 0.186810 0.27 -0.16 0.28
H -2.253549 1.131237 -0.355903 -0.10 1.40 0.74
H -1.914567 -0.207980 2.061534 1.00 0.21 -1.10
H -1.345996 -1.447997 0.923640 0.97 1.97 0.66
H 0.237065 0.555024 2.392540 -0.84 -0.87 -1.71
H 2.878819 1.500623 0.469301 -0.16 0.23 0.46
H 2.917649 -0.155440 0.850830 0.41 -0.59 0.41
H 2.460639 1.013214 2.159251 -0.06 -0.26 -0.22
H -0.171371 0.402882 -0.952916 -0.28 -0.46 -1.66
H 2.751252 0.394404 -1.305768 -1.55 0.23 -0.51
H 1.538372 0.868995 -2.479995 1.03 0.04 1.76
```
Positions in Å, forces in eV/Å.

- Kohn-Sham gap: 9.9 eV
- LUMO: -3.06 eV
- E_HOMO: -0.475 hartree
- Net charge: +1
- SMILES string: C=NCC/[NH+]=C(/C)NN

=====

Calculated energy relative to the best compared isomer or geometry (same formula, charge and spin), 135.1; 91.1; 9.5; 8.2; 65.9; 19.2; 73.0; 67.9 kcal per mole (same order as the records).